{"formula": "C40H44HfNOP2S3Te", "method": "ωB97M-V with the def2-TZVPD basis set", "symbols": ["Hf", "C", "C", "S", "C", "C", "S", "C", "C", "S", "H", "H", "H", "H", "H", "H", "H", "H", "H", "H", "H", "H", "Te", "C", "C", "C", "N", "C", "C", "C", "P", "C", "C", "C", "C", "C", "C", "C", "C", "C", "C", "C", "C", "P", "C", "C", "C", "C", "C", "C", "C", "C", "C", "C", "C", "C", "H", "H", "H", "H", "H", "H", "H", "H", "H", "H", "H", "H", "H", "H", "H", "H", "H", "H", "H", "H", "H", "H", "H", "H", "C", "C", "C", "O", "C", "H", "H", "H", "H", "H", "H", "H", "H"], "xyz": [[-0.8194, -0.0925, 0.0711], [-2.7102, 0.5822, 2.9850], [-2.9917, 1.7514, 2.0699], [-1.4086, 2.3750, 1.3917], [-1.9457, 3.4704, 0.0439], [-2.3158, 2.7674, -1.2477], [-1.0577, 1.5680, -1.8184], [-3.4412, -0.9069, -1.3223], [-4.2991, -0.5463, -0.3694], [-2.0498, -0.9054, 2.1437], [-3.6313, 0.2639, 3.4709], [-1.9946, 0.8646, 3.7573], [-3.4442, 2.5640, 2.6403], [-3.6504, 1.4877, 1.2456], [-1.0989, 4.1402, -0.1007], [-2.7904, 4.0505, 0.4180], [-2.3793, 3.5145, -2.0390], [-3.2785, 2.2611, -1.1860], [-3.0928, -1.9348, -1.3762], [-3.2808, -0.2934, -2.1999], [-4.5824, -1.2180, 0.4305], [-4.8106, 0.4099, -0.3902], [2.0125, -2.0351, -4.0220], [2.1011, -4.1814, -4.1589], [1.1268, -5.0872, -4.5306], [1.5105, -6.4257, -4.6203], [2.7481, -6.8267, -4.3807], [3.6817, -5.9584, -4.0409], [3.4038, -4.5959, -3.9136], [1.2749, -1.8156, -2.1169], [1.9025, -0.3860, -1.1551], [3.2726, -1.1228, -0.1941], [3.4567, -2.4974, -0.0785], [4.5525, -2.9858, 0.6201], [5.4583, -2.1100, 1.2006], [5.2843, -0.7367, 1.0689], [4.1901, -0.2407, 0.3791], [2.8093, 0.4066, -2.5424], [2.0631, 1.1897, -3.4322], [2.6580, 1.7049, -4.5741], [3.9980, 1.4441, -4.8380], [4.7413, 0.6603, -3.9681], [4.1544, 0.1302, -2.8249], [-0.3470, -2.3714, -1.5487], [-0.0992, -3.7858, -0.4381], [0.7425, -4.8470, -0.7785], [0.8313, -5.9375, 0.0696], [0.0940, -5.9723, 1.2488], [-0.7491, -4.9228, 1.5833], [-0.8559, -3.8325, 0.7325], [-1.1862, -3.0479, -3.0114], [-1.3906, -2.2045, -4.1128], [-2.0904, -2.6690, -5.2147], [-2.6089, -3.9594, -5.2139], [-2.4328, -4.7839, -4.1118], [-1.7354, -4.3280, -3.0004], [0.1098, -4.7967, -4.7522], [0.7936, -7.1893, -4.8982], [4.6804, -6.3405, -3.8643], [4.1934, -3.9033, -3.6402], [2.7587, -3.1790, -0.5475], [4.7089, -4.0538, 0.6974], [6.3096, -2.4956, 1.7450], [6.0134, -0.0561, 1.4880], [4.0678, 0.8299, 0.2506], [1.0318, 1.4264, -3.2075], [2.0787, 2.3283, -5.2421], [4.4651, 1.8642, -5.7187], [5.7857, 0.4603, -4.1662], [4.7472, -0.4755, -2.1550], [1.3087, -4.8272, -1.7022], [1.4674, -6.7719, -0.1955], [0.1639, -6.8343, 1.8985], [-1.3323, -4.9574, 2.4937], [-1.5700, -3.0466, 0.9474], [-1.0378, -1.1772, -4.0901], [-2.2489, -2.0198, -6.0656], [-3.1692, -4.3128, -6.0690], [-2.8458, -5.7838, -4.1108], [-1.6202, -4.9680, -2.1363], [1.2803, 1.0546, 3.8025], [1.0781, -0.4732, 3.9533], [1.3344, -1.0127, 2.5490], [1.0268, 0.0971, 1.6593], [1.6294, 1.2395, 2.3290], [2.0794, 1.4275, 4.4385], [0.3723, 1.6004, 4.0560], [0.0665, -0.7105, 4.2766], [1.7773, -0.9124, 4.6609], [0.7188, -1.8701, 2.2755], [2.3893, -1.2637, 2.4150], [1.2468, 2.1545, 1.8855], [2.7081, 1.1894, 2.1697]], "homo_ev": [-16.2, -16.2], "spin_multiplicity": 1, "orbital_gap_ha": [0.209, 0.200], "lumo_energy_ev": [-10.5, -10.8], "e_tot_ev": -105389.3262, "charge": 3}

=====

{"formula": "C2H8OSSi", "method": "ωB97M-V with the def2-TZVPD basis set", "symbols": ["C", "Si", "C", "O", "S", "H", "H", "H", "H", "H", "H", "H", "H"], "xyz": [[-0.4248, -1.2796, 1.2107], [0.2835, -0.0606, -0.0411], [-1.0306, 1.2227, -0.6927], [0.7136, -1.2171, -1.4896], [2.1484, 0.7930, 0.6887], [-1.0820, -2.0249, 0.7720], [0.3853, -1.7807, 1.7758], [-1.0691, -0.7378, 1.9340], [-1.2966, 0.9459, -1.6752], [-1.8527, 1.1689, 0.0568], [-0.6848, 2.2414, -0.6635], [1.6378, -1.1737, -1.7562], [2.2721, 1.9026, -0.1197]], "homo_ev": -9.8, "smiles": "C[Si](C)(O)S", "spin_multiplicity": 1, "de_lowest_kj_mol": 15.1, "orbital_gap_ha": 0.382, "lumo_energy_ev": 0.6, "e_tot_ev": -22966.0787}